C42H55BBrCl51F4NO9PS | wB97M-V/def2-TZVPD

Cartesian coordinates (Å):
Br 4.301021 -3.450941 -1.727701
Cl -2.115358 -10.301123 -3.700690
Cl -0.555132 -2.336451 9.754357
Cl -8.454670 8.902982 -2.447666
Cl 9.929650 6.740738 1.525558
Cl 9.706847 8.764194 -0.547192
Cl 6.769186 7.379161 8.997815
Cl 2.183072 -11.724695 -6.113016
Cl 2.733109 -9.309232 -7.632958
Cl 11.300289 -6.056686 10.180949
Cl 7.159905 3.158042 4.291103
Cl 6.638207 1.262515 6.427726
Cl -12.574829 9.410854 -8.274145
Cl -7.389543 4.605091 3.457530
Cl -10.288360 6.670870 -2.085317
Cl -6.497930 1.865560 3.073644
Cl -10.510548 14.488940 -10.656135
Cl -3.622690 -13.181651 -3.753893
Cl -9.424780 13.234128 -8.270647
Cl -1.476663 0.409631 9.986304
Cl -4.267686 -15.888000 -2.914733
Cl -6.626944 -10.444411 -3.882380
Cl 8.968119 -2.628064 5.050372
Cl -3.317269 -1.670598 9.134567
Cl 10.117608 -1.372174 7.405191
Cl -1.842218 -2.544164 6.036263
Cl 7.741256 6.925628 5.578522
Cl 13.593025 -4.382002 9.561466
Cl 8.286667 -3.607648 7.699996
Cl -4.790891 -8.212736 -4.199996
Cl 11.349677 -3.283030 11.046524
Cl 5.269339 3.824905 6.397065
Cl -0.896501 -8.270666 -5.384751
Cl 4.368912 6.240658 10.174601
Cl 1.002507 -2.802658 5.501326
Cl 4.152861 8.274277 8.109739
Cl 12.327196 7.863309 0.327956
Cl 7.573762 9.743498 6.274537
Cl -6.031984 -9.419100 -6.535792
Cl -7.256578 3.127635 -0.472772
Cl -12.283779 13.150330 -8.782856
Cl -6.263108 -14.275368 -4.278914
Cl -2.278611 -7.494672 -2.949687
Cl -9.779809 7.722957 -4.746348
Cl -0.732675 -5.127178 5.300857
Cl -9.751393 9.159203 -8.911727
Cl 1.284908 -11.506083 -8.867634
Cl -7.729115 3.824062 -3.251875
Cl -9.272005 2.577789 2.570931
Cl -11.508164 6.856593 -9.158165
Cl -7.140057 5.906048 -1.315151
Cl 9.029260 8.914492 3.900242
S -0.889013 -3.840674 1.865579
P -0.111632 -2.572979 0.573910
F 6.826848 -0.601215 -2.848618
F 6.419846 0.547727 -1.016798
F 4.115618 0.682716 -2.157897
F 4.546738 -1.076677 -3.431926
O 1.828021 -4.706902 -5.163533
O 2.262402 -1.442805 -1.290381
O 1.516826 -6.141230 -3.423077
O 3.523825 0.324167 5.040819
O 1.572495 2.469080 -0.223578
O -0.828117 -1.660531 -2.028159
O -3.627531 1.537646 0.642811
O 3.456033 1.154971 2.941836
O 1.696956 2.193269 -2.606882
N -2.077887 -3.296405 -1.047005
C -7.846009 2.901994 3.562481
C 0.213136 0.502579 -1.106348
C 3.630023 -1.604251 -1.273877
C -1.735593 2.311255 -3.096794
C 3.974563 0.001520 0.818336
C -11.172705 8.337413 -8.254802
C 2.923794 0.977942 4.239284
C 1.114277 -3.816225 -2.925681
C -1.644758 0.896589 -3.379391
C -10.676204 13.149562 -9.515556
C -7.918602 4.343261 -1.573321
C -0.434434 -3.606340 6.148231
C -4.274669 2.184182 -3.101018
C 4.532982 -0.624093 -2.102404
C -1.288831 -8.738721 -3.726475
C 1.584498 -1.222668 -2.534597
C -3.402073 0.510120 1.615157
C -0.339363 0.077296 -3.551792
C -9.926940 8.122800 -3.030595
C 5.094941 6.903139 8.705795
C -2.904099 0.165722 -3.558383
C 4.054500 -1.463192 0.262977
C -2.178227 -0.422167 1.225086
C 1.521549 -5.022926 -3.850399
C 8.579278 8.481909 5.552818
C -2.498296 -1.045796 -0.184022
C 10.647411 7.391374 0.048293
C -3.040748 2.940147 -2.957361
C -4.207711 0.768483 -3.429583
C 3.234450 -0.092635 2.220326
C -1.925216 -1.290997 10.153145
C -4.894938 -14.254417 -3.160766
C 5.945319 2.523671 5.406440
C 6.078955 -0.616850 -1.670740
C 1.527997 1.624732 4.538531
C -6.240989 -9.002737 -4.830417
C 1.526574 -2.427402 -3.532925
C 8.695777 -2.181976 6.738106
C 1.586182 -10.628751 -7.363587
C 0.136578 -0.625453 -2.176948
C 11.840714 -4.420808 9.787334
C -1.341283 -2.018061 -0.767496
B 1.180885 1.738205 -1.382043
H -2.137806 -1.201371 2.027091
H -5.269485 2.650861 -2.969795
H 0.885883 -2.250313 -4.431402
H 0.569406 0.075835 -0.123227
H -0.813724 2.923965 -2.984117
H -4.298836 -0.163159 1.701771
H 1.498952 -4.029558 -1.905513
H -0.361987 -8.833893 -3.169929
H 0.480396 0.599640 -4.090077
H 2.060811 -0.381700 -3.116683
H -2.200161 -1.470895 11.187154
H 1.687305 2.477998 5.249358
H -2.844349 -0.918461 -3.804395
H -7.071702 -8.309383 -4.748687
H 3.379676 0.718678 0.207953
H -10.551532 12.219386 -10.061070
H -5.241848 -13.875198 -2.205116
H -3.081114 4.026328 -2.706576
H 0.898956 0.812726 4.976497
H -3.498372 -1.535274 -0.172042
H 1.025019 1.957217 3.594196
H 2.568256 -2.554246 -3.942065
H -10.750303 8.819250 -2.911394
H 11.369925 -4.121151 8.855912
H -8.977650 4.451205 -1.366240
H -3.206519 1.009450 2.607220
H 3.817416 -0.864197 2.801262
H -2.601018 -3.120328 -1.907412
H 7.859255 -1.491693 6.777458
H 5.089761 6.130201 7.944741
H -0.258036 -3.827797 7.195674
H -0.626308 -0.790329 -4.211695
H 5.023920 -1.961884 0.484888
H 0.345955 -1.475714 1.376381
H 10.633389 6.614524 -0.709025
H 2.274311 3.085488 -0.505857
H -10.964206 8.068527 -7.224857
H -4.581955 1.680800 0.526743
H 3.270642 -2.060342 0.812413
H 1.004210 -3.261686 -0.001430
H -2.579306 -0.201801 -0.926606
H -0.009942 -3.861318 -2.883650
H 9.486560 8.390547 6.140985
H 4.971052 0.458897 1.061352
H -0.792458 0.947843 -0.855596
H 2.564684 -5.278788 -5.445502
H -8.090586 2.677258 4.595373
H 0.646421 -10.201992 -7.022948
H 5.142782 2.086064 4.824156
H -5.120481 0.152681 -3.582840
H -2.707320 -3.517313 -0.279318
H -1.276568 0.234024 1.201685
H 1.745298 3.164447 -2.587735
H 2.150673 -0.347207 2.122738
H 6.391427 -1.539193 -1.135355

Forces on the atoms, in the same order (eV/Å):
-0.3 0.3 -0.1
0.2 0.1 0.1
0.0 0.0 0.1
-0.2 0.1 -0.1
0.1 -0.1 -0.2
0.0 -0.1 0.0
-0.1 -0.1 0.1
-0.1 0.1 0.0
-0.1 0.0 0.0
0.0 0.1 -0.1
-0.1 0.0 0.0
-0.1 0.1 0.0
0.1 -0.1 0.0
0.0 -0.1 0.0
-0.3 0.2 -0.1
0.0 0.0 0.1
0.0 -0.1 0.0
-0.1 -0.1 0.0
0.0 -0.1 -0.1
0.0 -0.1 0.0
0.0 0.1 0.0
0.0 0.1 0.0
0.0 0.1 0.1
0.0 0.0 0.2
-0.1 0.0 0.0
0.1 0.0 0.0
0.1 0.0 -0.1
-0.1 0.0 0.0
0.0 0.1 0.0
-0.7 -0.2 -0.3
0.0 0.0 -0.1
-0.1 -0.1 0.0
0.0 0.0 0.0
0.0 0.0 -0.1
0.0 0.0 0.1
0.0 -0.1 0.0
-0.1 0.0 0.0
0.1 0.0 0.0
0.0 0.0 0.1
-0.1 0.0 0.0
0.1 0.0 0.0
0.0 0.0 0.1
0.6 0.1 0.2
0.0 0.0 0.1
0.0 0.1 0.1
0.0 0.0 0.1
0.0 0.1 0.1
-0.1 0.1 0.0
0.0 0.0 0.1
0.0 0.1 0.1
0.1 -0.2 0.0
0.0 0.0 0.2
-0.2 0.3 -0.2
-0.2 -1.2 1.2
-0.8 0.0 1.3
-0.7 -1.4 -0.3
-0.1 -1.3 0.4
-0.4 0.7 1.2
0.4 0.1 1.1
0.9 -0.2 -0.8
0.3 -0.1 -0.4
-0.1 0.3 0.0
-0.1 -0.6 -1.6
0.2 0.2 1.1
-0.2 -0.4 0.0
-1.4 -0.5 0.6
-1.1 -0.1 0.7
1.2 0.3 -0.6
0.0 0.1 -0.1
0.1 -0.8 1.0
1.3 0.6 2.4
-1.5 -0.9 -0.1
-0.7 0.3 1.5
-0.1 0.0 -0.1
-0.8 0.3 -0.3
-0.8 0.0 -1.3
-1.7 0.4 -0.3
0.0 0.0 0.0
0.2 0.0 0.0
0.0 -0.1 -0.2
1.7 -1.0 -0.3
0.7 -0.2 -1.9
0.0 0.0 0.0
-1.6 1.1 -1.4
0.2 -0.5 0.5
-0.9 -0.9 -0.1
0.1 0.0 0.0
0.0 0.1 0.1
0.0 1.1 0.3
-1.1 0.1 -0.1
-1.7 0.9 -0.2
-0.4 0.9 0.8
-0.1 0.1 0.0
1.7 1.5 0.0
0.0 0.0 0.1
-0.1 -1.4 -0.1
1.9 1.3 0.4
2.0 -0.3 -0.5
0.0 0.1 -0.1
0.0 0.0 -0.1
0.2 0.0 -0.1
0.8 0.2 -1.3
0.6 -0.4 -0.7
0.1 0.1 0.0
1.1 -1.0 0.4
0.1 -0.1 0.0
0.0 0.0 0.0
0.7 1.7 -2.1
0.0 0.0 0.0
-2.7 -0.8 0.5
0.8 0.9 0.8
0.3 0.6 -0.7
0.9 -0.2 -0.1
0.5 0.3 1.0
-0.3 0.4 -0.9
-0.9 -0.5 -0.1
0.6 0.6 0.0
-0.2 0.1 -0.9
-0.1 0.1 -0.1
-0.6 0.0 0.7
-0.1 -0.8 0.9
0.1 0.0 -0.1
-0.3 -0.9 -0.6
0.0 1.0 0.2
0.1 -0.1 0.0
0.6 -0.7 0.1
0.0 0.1 0.1
0.0 0.0 -0.1
0.0 -1.1 -0.3
0.6 0.8 0.0
0.9 0.0 0.1
0.6 -0.1 0.9
-1.0 0.2 0.3
0.1 -0.1 0.0
0.0 0.0 0.1
0.1 -0.1 0.0
-0.2 -0.7 -0.8
-1.0 0.4 -0.4
0.0 -0.1 0.3
0.1 -0.1 0.0
0.0 0.1 0.1
0.0 0.1 -0.1
0.3 0.9 0.6
-0.7 0.5 -0.3
0.2 -0.2 -1.1
0.0 0.1 0.1
-0.4 -0.2 0.5
0.0 0.0 -0.1
0.6 -0.1 0.1
0.8 0.4 -0.6
-0.4 1.0 -0.1
0.0 -0.8 0.8
1.0 -0.1 0.2
-0.1 0.0 -0.1
-0.9 -0.5 -0.5
0.9 -0.5 -0.5
-0.6 -0.2 0.0
0.0 0.0 -0.1
0.2 -0.1 0.0
0.1 0.0 0.1
0.8 0.6 0.2
0.2 0.0 -0.2
-0.5 -0.7 0.1
0.3 -0.5 -0.2
0.8 0.3 0.1
-0.3 0.9 0.0

Its LUMO energy is -0.090 eV.

Here are the Mulliken charges for atoms 1 to 5, given in e:
1. Br 0.034
2. Cl -0.046
3. Cl -0.111
4. Cl -0.111
5. Cl -0.081